C13H15IrN4S2Si | ωB97M-V with the def2-TZVPD basis set

Results
net charge	+1
expectation value of S²	0.822
HOMO energy (spin up / spin down)	-0.44231 / -0.44991	hartree
2S+1	2
lowest unoccupied orbital energy (spin up / spin down)	-7.03 / -7.20	eV
energy relative to the best compared isomer or geometry (same formula, charge and spin)	237.0	kJ/mol

CARTESIAN COORDINATES (ANGSTROEM)
Ir  -0.1278  0.1308  -0.1549
S  -0.3836  -1.7516  -1.7154
C  -2.0856  -1.8822  -1.6716
C  -2.6279  -2.9115  -2.4759
N  -3.0427  -3.7503  -3.1354
C  -2.9712  -1.0694  -0.9595
S  -2.5718  0.2101  0.0965
C  -4.3606  -1.2695  -1.1211
N  -5.4954  -1.3757  -1.2347
C  0.8829  -1.6493  3.0905
C  1.6584  -0.4529  2.6689
C  2.7287  0.0530  3.4111
C  3.4065  1.1786  2.9570
C  3.0147  1.8024  1.7908
C  1.9185  1.2726  1.0860
N  1.2902  0.1513  1.5503
N  1.3695  1.7194  -0.0383
Si  1.2488  3.2761  -0.8084
C  1.6110  4.7064  0.4009
C  2.2576  3.2828  -2.4289
C  -0.6114  3.1708  -1.2785
H  1.2351  -2.0403  4.0384
H  0.9664  -2.4308  2.3352
H  -0.1702  -1.3846  3.1798
H  3.0170  -0.4304  4.3302
H  4.2408  1.5622  3.5258
H  3.5270  2.6661  1.4052
H  2.6673  4.8187  0.6262
H  1.0805  4.5714  1.3405
H  1.2754  5.6439  -0.0317
H  3.3245  3.2148  -2.2539
H  2.0629  4.2048  -2.9640
H  1.9652  2.4582  -3.0702
H  -1.2375  3.0742  -0.3953
H  -0.7903  2.3184  -1.9325
H  -0.9268  4.0611  -1.8084

C6H12O | ωB97M-V with the def2-TZVPD basis set

Results
HOMO energy	-0.33293	hartree
structure (SMILES)	C=C(C)CCOC
lowest unoccupied orbital energy	1.07	eV
energy relative to the best compared isomer or geometry (same formula, charge and spin)	134.7	kJ/mol

CARTESIAN COORDINATES (ANGSTROEM)
C  -0.2360  -1.6664  1.3143
C  0.0934  -0.3783  1.3714
C  1.3028  0.1121  2.1213
C  -0.7305  0.6627  0.6486
C  -0.2298  0.9416  -0.7689
O  -0.1432  -0.2846  -1.4545
C  -0.3294  -0.1816  -2.8396
H  -1.1060  -2.0006  0.7553
H  0.3608  -2.4327  1.8020
H  1.9280  -0.7195  2.4608
H  1.0025  0.6976  3.0001
H  1.9210  0.7692  1.4965
H  -1.7683  0.3208  0.5689
H  -0.7376  1.6089  1.2067
H  -0.9403  1.6200  -1.2693
H  0.7527  1.4447  -0.7620
H  -1.3632  0.1101  -3.0827
H  -0.1303  -1.1696  -3.2656
H  0.3535  0.5457  -3.3032

C5H6S2 | ωB97M-V with the def2-TZVPD basis set

Results
HOMO energy	-0.31052	hartree
structure (SMILES)	C1=CS[C@@H]2C[C@@H]2S1
lowest unoccupied orbital energy	0.81	eV
energy relative to the best compared isomer or geometry (same formula, charge and spin)	230.0	kJ/mol

CARTESIAN COORDINATES (ANGSTROEM)
C  -0.9997  -1.1728  1.4779
C  -0.2813  -0.1362  1.9007
S  0.3013  1.4034  1.0701
C  0.8551  0.7414  -0.4080
C  0.0219  0.7552  -1.6110
C  0.1991  -0.5445  -0.9220
S  -1.2571  -1.2541  -0.3216
H  -1.4752  -1.9047  1.9433
H  0.1760  0.2579  2.9248
H  1.9464  0.9367  -0.7419
H  -0.8695  1.1672  -1.5689
H  0.4744  1.0501  -2.5699
H  0.9086  -1.2996  -1.1736

C8H15BrN2O6PS4 | ωB97M-V with the def2-TZVPD basis set

Results
net charge	-1
HOMO energy	-0.20632	hartree
lowest unoccupied orbital energy	1.81	eV

CARTESIAN COORDINATES (ANGSTROEM)
O  3.3432  -0.0938  -1.3271
S  3.2678  0.2023  0.0911
O  3.1578  1.6101  0.4123
C  1.7809  -0.5736  0.7128
C  1.3288  -1.7685  -0.1287
C  0.0694  -1.4721  -0.9605
S  -1.3769  -1.8147  0.0531
C  -2.6257  -0.7968  -0.6066
S  -2.5973  -0.2373  -2.1339
N  -3.6225  -0.5758  0.3808
C  -5.0069  -0.7793  -0.0771
C  -5.7969  0.5234  -0.2840
O  -5.0078  1.6131  -0.6779
C  -3.9445  1.9075  0.2020
C  -3.4873  0.7174  1.0467
N  4.3636  -0.5984  0.9217
S  5.8434  0.0087  0.9933
O  6.7898  -1.0844  1.0245
O  5.9819  0.9782  2.0552
P  6.2275  1.1708  -0.8443
O  7.6423  1.7803  -0.3034
Br  6.9217  -0.4920  -2.1629
H  1.9686  -0.8377  1.7492
H  1.0336  0.2195  0.7105
H  1.0977  -2.5893  0.5565
H  2.1238  -2.1273  -0.7745
H  0.0499  -0.4227  -1.2430
H  0.0746  -2.0790  -1.8618
H  -4.9940  -1.3752  -0.9838
H  -5.5269  -1.3592  0.6904
H  -6.3950  0.7512  0.6073
H  -6.5090  0.3588  -1.0922
H  -3.1144  2.2423  -0.4196
H  -4.1888  2.7379  0.8741
H  -4.0702  0.6647  1.9690
H  -2.4533  0.8780  1.3481
H  7.6510  2.7127  -0.5172

Table of E (Ha), in record order: -1913.2797; -311.0080; -990.3774; -5382.9614
Table of largest force on an atom (eV Å⁻¹), in record order: 3.67; 0.32; 5.96; 1.06